Entry 1:
{"formula": "C40H30CuF12N8O20S4", "method": "ωB97M-V/def2-TZVPD", "elements": ["Cu", "C", "F", "F", "F", "S", "O", "O", "N", "S", "O", "O", "C", "F", "F", "F", "C", "F", "F", "F", "S", "O", "O", "N", "S", "O", "O", "C", "F", "F", "F", "C", "C", "C", "C", "C", "C", "N", "O", "O", "H", "H", "H", "H", "H", "C", "C", "C", "C", "C", "C", "N", "O", "O", "H", "H", "H", "H", "H", "C", "C", "C", "C", "C", "C", "N", "O", "O", "H", "H", "H", "H", "H", "C", "C", "C", "C", "C", "C", "N", "O", "O", "H", "H", "H", "H", "H", "C", "C", "C", "C", "C", "C", "N", "O", "O", "H", "H", "H", "H", "H", "C", "C", "C", "C", "C", "C", "N", "O", "O", "H", "H", "H", "H", "H"], "xyz": [[-2.689, 1.875, 0.554], [-0.809, -3.966, 0.771], [-0.025, -3.950, -0.336], [-2.020, -4.081, 0.354], [-0.478, -4.985, 1.510], [-0.763, -2.449, 1.914], [-2.208, -2.050, 2.024], [-0.156, -2.806, 3.162], [0.083, -1.228, 0.947], [1.625, -1.349, 1.385], [2.014, -0.379, 2.384], [2.193, -2.653, 1.597], [2.526, -0.835, -0.210], [1.754, 0.080, -0.817], [3.689, -0.189, 0.033], [2.642, -1.908, -1.079], [-2.369, 0.753, -4.564], [-1.582, 1.802, -4.646], [-2.483, 0.057, -5.715], [-1.770, -0.034, -3.650], [-4.247, 1.253, -3.967], [-5.088, 1.503, -5.204], [-4.711, 0.244, -3.101], [-3.863, 2.575, -2.895], [-4.629, 3.748, -3.504], [-3.987, 4.024, -4.770], [-6.080, 3.644, -3.403], [-4.200, 5.251, -2.245], [-3.290, 6.136, -2.724], [-5.299, 5.859, -1.879], [-3.585, 4.766, -1.177], [-4.853, -6.671, -6.164], [-6.060, -6.192, -5.659], [-7.105, -5.896, -6.497], [-6.900, -6.057, -7.820], [-5.599, -6.365, -8.387], [-4.614, -6.741, -7.507], [-8.075, -5.895, -8.722], [-9.181, -6.014, -8.246], [-8.015, -5.675, -9.930], [-4.077, -7.080, -5.535], [-6.217, -6.284, -4.595], [-8.090, -5.592, -6.176], [-5.378, -6.324, -9.443], [-3.694, -7.156, -7.893], [8.663, -4.113, 0.627], [8.218, -5.030, 1.578], [7.896, -4.583, 2.853], [7.861, -3.212, 3.161], [8.107, -2.290, 2.141], [8.547, -2.702, 0.891], [7.449, -2.691, 4.548], [7.058, -1.533, 4.654], [7.560, -3.612, 5.445], [8.934, -4.590, -0.303], [8.374, -6.093, 1.474], [7.716, -5.286, 3.653], [8.013, -1.225, 2.293], [8.689, -2.051, 0.041], [5.998, -1.831, -7.352], [6.603, -3.093, -7.384], [8.002, -3.192, -7.660], [8.721, -2.053, -8.046], [8.073, -0.772, -7.961], [6.688, -0.656, -7.626], [10.157, -2.149, -8.375], [10.870, -3.178, -8.020], [10.605, -1.181, -9.043], [4.934, -1.728, -7.199], [5.954, -3.940, -7.218], [8.467, -4.167, -7.669], [8.696, 0.079, -8.190], [6.104, 0.239, -7.466], [0.201, 4.024, 10.498], [0.834, 3.692, 9.345], [0.044, 3.377, 8.195], [-1.327, 3.541, 8.215], [-1.958, 3.974, 9.383], [-1.184, 4.171, 10.525], [-2.210, 3.314, 7.031], [-3.409, 3.429, 7.280], [-1.737, 3.067, 5.942], [0.850, 4.391, 11.280], [1.902, 3.567, 9.246], [0.440, 3.128, 7.221], [-3.012, 4.168, 9.519], [-1.694, 4.599, 11.376], [-11.266, -0.395, 6.389], [-9.899, -0.683, 6.097], [-9.259, 0.125, 5.151], [-9.994, 1.063, 4.397], [-11.363, 1.214, 4.651], [-11.948, 0.539, 5.674], [-9.214, 1.778, 3.413], [-9.720, 2.644, 2.793], [-8.075, 1.518, 3.220], [-11.760, -0.925, 7.190], [-9.256, -1.427, 6.545], [-8.207, -0.080, 5.017], [-11.878, 1.891, 3.986], [-12.977, 0.752, 5.921], [6.905, 7.164, 2.197], [5.936, 6.787, 3.152], [4.631, 6.392, 2.714], [4.297, 6.437, 1.337], [5.258, 6.892, 0.434], [6.534, 7.275, 0.864], [2.970, 6.028, 0.829], [2.263, 5.317, 1.537], [2.723, 6.318, -0.358], [7.911, 7.344, 2.546], [6.208, 6.763, 4.197], [3.907, 6.156, 3.480], [4.933, 7.102, -0.574], [7.304, 7.430, 0.123]], "mulliken_charge": [0.961, 0.718, -0.230, -0.214, -0.231, 0.968, -0.683, -0.547, -0.432, 0.999, -0.611, -0.614, 0.592, -0.256, -0.200, -0.224, 0.702, -0.188, -0.185, -0.189, 0.915, -0.497, -0.532, -0.125, 0.962, -0.423, -0.477, 0.640, -0.214, -0.173, -0.216, -0.426, -0.529, -0.336, 0.337, -0.414, -0.341, 0.889, -0.556, -0.577, 0.372, 0.362, 0.440, 0.416, 0.364, -0.350, -0.496, -0.180, 0.133, -0.251, -0.511, 0.861, -0.522, -0.542, 0.350, 0.342, 0.408, 0.396, 0.363, -0.211, -0.536, -0.273, 0.176, -0.239, -0.528, 0.788, -0.520, -0.501, 0.336, 0.356, 0.405, 0.386, 0.361, -0.428, -0.409, -0.429, 0.146, -0.214, -0.352, 0.960, -0.582, -0.576, 0.339, 0.377, 0.430, 0.397, 0.338, -0.335, -0.530, -0.138, 0.048, -0.315, -0.436, 1.040, -0.630, -0.626, 0.363, 0.374, 0.393, 0.424, 0.367, -0.338, -0.440, -0.395, 0.153, -0.145, -0.481, 0.910, -0.546, -0.577, 0.369, 0.363, 0.388, 0.401, 0.337], "energy_ha": -7915.6675, "spin_multiplicity": 2, "e_lumo_ha": [-0.1636, -0.2221], "homo_ha": [-0.3292, -0.3292], "charge": 0, "de_lowest_kcal_mol": 246.00, "mol_weight_g_mol": 1362.51}


Entry 2:
{"formula": "C23H53IN2O5P2S", "method": "ωB97M-V/def2-TZVPD", "elements": ["C", "C", "C", "N", "P", "C", "C", "O", "O", "N", "O", "O", "C", "S", "C", "I", "O", "H", "H", "H", "H", "H", "H", "H", "H", "H", "H", "H", "H", "H", "H", "H", "H", "H", "C", "C", "C", "C", "P", "C", "C", "C", "C", "C", "C", "C", "C", "C", "C", "C", "C", "H", "H", "H", "H", "H", "H", "H", "H", "H", "H", "H", "H", "H", "H", "H", "H", "H", "H", "H", "H", "H", "H", "H", "H", "H", "H", "H", "H", "H", "H", "H", "H", "H", "H", "H", "H"], "xyz": [[-3.253, 8.972, -4.263], [-2.004, 8.233, -3.767], [-1.959, 6.744, -4.146], [-1.406, 5.914, -3.070], [-2.567, 5.051, -2.036], [-1.881, 5.742, -0.429], [-2.845, 6.538, 0.437], [-2.418, 6.557, 1.818], [-3.742, 6.377, -2.133], [-5.082, 6.097, -2.059], [-5.677, 6.593, -2.949], [-1.421, 3.694, -1.961], [-1.957, 2.506, -1.572], [-1.054, 1.699, -0.183], [-3.499, 2.732, -1.211], [-4.070, 1.800, 0.678], [-3.687, 4.058, -1.078], [-4.084, 8.273, -4.372], [-3.577, 9.748, -3.569], [-3.086, 9.412, -5.249], [-1.102, 8.733, -4.128], [-1.966, 8.284, -2.678], [-2.945, 6.403, -4.487], [-1.283, 6.630, -5.001], [-0.868, 5.182, -3.517], [-3.197, 4.454, -3.176], [-1.053, 6.396, -0.715], [-1.447, 4.931, 0.158], [-2.882, 7.573, 0.089], [-3.841, 6.103, 0.457], [-1.545, 6.962, 1.833], [-1.859, 1.772, -2.380], [-0.255, 2.632, 0.352], [-4.099, 2.260, -1.996], [5.614, -2.316, 1.000], [4.861, -3.028, 2.119], [4.345, -4.405, 1.701], [3.122, -4.395, 0.771], [1.501, -4.153, 1.530], [1.387, -5.322, 2.911], [1.742, -6.801, 2.694], [0.737, -7.676, 1.938], [-0.699, -7.575, 2.441], [0.252, -4.639, 0.319], [0.113, -3.879, -1.010], [-0.562, -2.507, -0.943], [-1.851, -2.456, -0.123], [1.210, -2.590, 2.390], [1.102, -1.216, 1.715], [2.181, -0.804, 0.704], [3.157, 0.225, 1.269], [5.003, -2.191, 0.105], [5.936, -1.325, 1.317], [6.505, -2.881, 0.720], [4.044, -2.397, 2.476], [5.536, -3.159, 2.968], [4.123, -5.003, 2.588], [5.148, -4.931, 1.180], [3.033, -5.378, 0.295], [3.259, -3.697, -0.056], [0.391, -5.211, 3.345], [2.070, -4.923, 3.666], [1.878, -7.230, 3.689], [2.716, -6.877, 2.203], [1.071, -8.711, 2.041], [0.772, -7.473, 0.866], [-0.778, -7.913, 3.475], [-1.358, -8.199, 1.838], [-1.090, -6.557, 2.390], [-0.708, -4.736, 0.829], [0.550, -5.660, 0.066], [-0.467, -4.521, -1.675], [1.101, -3.782, -1.471], [-0.793, -2.189, -1.961], [0.152, -1.773, -0.579], [-2.638, -3.044, -0.600], [-2.197, -1.426, -0.046], [-1.731, -2.820, 0.902], [1.962, -2.556, 3.185], [0.268, -2.774, 2.922], [1.076, -0.481, 2.522], [0.120, -1.141, 1.252], [1.693, -0.358, -0.165], [2.731, -1.672, 0.332], [2.638, 1.164, 1.464], [3.961, 0.434, 0.563], [3.609, -0.111, 2.205]], "mulliken_charge": [-1.221, -0.160, -0.615, -0.568, 1.021, -0.913, -0.326, -0.605, -0.114, 0.165, -0.375, -0.646, -0.105, -0.261, -0.432, -0.131, -0.403, 0.277, 0.319, 0.342, 0.479, 0.026, 0.248, 0.442, 0.264, -0.004, 0.502, 0.121, 0.169, 0.274, 0.311, 0.282, 0.011, 0.584, -1.416, 0.138, -1.075, -1.097, 1.228, -1.418, -0.809, -0.369, -1.264, -0.676, -1.133, 0.634, -1.209, -1.078, -0.777, 0.542, -1.742, 0.267, 0.390, 0.420, -0.229, 0.448, 0.338, 0.530, 0.652, 0.657, 0.745, 0.532, 0.498, 0.246, 0.444, 0.236, 0.365, 0.369, 0.251, 0.520, 0.104, 0.432, 0.350, 0.565, -0.667, 0.385, 0.277, 0.249, 0.668, 0.597, 0.706, -0.061, 0.450, -0.315, 0.417, 0.409, 0.320], "energy_ha": -2772.2803, "spin_multiplicity": 1, "e_lumo_ha": -0.0248, "homo_ha": -0.2518, "charge": 0, "mol_weight_g_mol": 658.61}


Entry 3:
{"formula": "C6H16N", "method": "ωB97M-V/def2-TZVPD", "elements": ["C", "C", "C", "C", "C", "C", "N", "H", "H", "H", "H", "H", "H", "H", "H", "H", "H", "H", "H", "H", "H", "H", "H"], "xyz": [[1.680, -0.144, 1.601], [1.182, -0.918, 0.338], [0.388, -2.101, 0.836], [0.582, -0.015, -0.740], [-0.737, 0.745, -0.431], [-0.861, 2.214, -0.844], [-1.933, 0.013, -1.002], [0.900, 0.373, 2.160], [2.353, -0.801, 2.157], [2.442, 0.585, 1.294], [2.119, -1.165, -0.195], [-0.441, -1.834, 1.496], [1.018, -2.691, 1.488], [-0.030, -2.723, 0.023], [0.442, -0.532, -1.716], [1.231, 0.863, -0.847], [-0.979, 0.702, 0.636], [-0.102, 2.821, -0.346], [-1.794, 2.698, -0.516], [-0.662, 2.420, -1.898], [-2.830, 0.515, -1.005], [-2.191, -0.837, -0.495], [-1.778, -0.188, -1.995]], "mulliken_charge": [-1.419, 0.693, -1.543, -1.018, 0.197, -1.646, -0.290, 0.332, 0.430, 0.391, 0.247, 0.333, 0.435, 0.381, 0.461, 0.363, 0.301, 0.417, 0.433, 0.402, 0.382, 0.351, 0.368], "energy_ha": -292.7047, "spin_multiplicity": 1, "e_lumo_ha": -0.1303, "homo_ha": -0.5444, "smiles": "CC(C)C[C@@H](C)[NH3+]", "charge": 1, "de_lowest_kcal_mol": 12.27, "mol_weight_g_mol": 102.20}